[1]
101
Properties=species:S:1:pos:R:3:mulliken_charge:R:1 method="wB97M-V/def2-TZVPD" charge=-2 homo_lumo_gap_ev=4.3 total_energy_ev=-264911.6367 relative_energy_kj_mol=0.0
Rb -0.055 0.126 0.225 0.9904
Se 3.206 -2.886 0.276 -0.6940
Se 3.725 -0.694 -0.442 -0.1830
Te 4.345 -0.643 -2.926 -0.1992
Se 2.420 0.419 -4.122 -0.6116
C 3.041 -0.607 3.373 -0.9890
C 1.802 0.101 3.779 0.1603
N 0.756 0.325 3.017 0.1903
C -0.155 0.979 3.815 0.6766
C 0.351 1.151 5.081 -0.3640
N 1.593 0.589 5.030 0.0300
C -0.134 1.760 6.371 0.6684
O -1.305 2.243 6.352 -0.7958
O 0.650 1.707 7.326 -0.7706
C -1.472 1.382 3.273 0.0180
O -2.302 1.972 4.099 -0.6476
O -1.768 1.161 2.108 -0.4898
H 2.986 -0.871 2.320 -0.1259
H 3.162 -1.541 3.925 0.3083
H 3.928 0.008 3.536 0.3530
H 2.199 0.573 5.836 0.2078
H -1.884 2.099 5.059 0.4645
N 0.721 -2.017 -2.019 0.0396
H 1.244 -1.310 -2.541 -0.1309
H 0.514 -2.725 -2.720 0.1693
H 1.406 -2.456 -1.397 -0.0681
C -0.673 5.717 0.650 -0.8584
N 0.627 5.293 0.136 -0.0829
C 0.940 5.773 -1.207 -0.8357
C 0.902 3.998 0.346 0.4115
N 1.148 2.889 0.530 -0.4983
H -0.679 6.804 0.732 0.2871
H -0.829 5.285 1.636 0.3905
H -1.489 5.400 -0.009 0.2221
H 0.990 6.862 -1.184 0.3729
H 0.184 5.459 -1.934 0.1777
H 1.905 5.377 -1.514 0.3856
C -0.334 -4.511 0.411 -0.7249
C -1.341 -3.705 1.148 0.1994
N -1.523 -2.416 1.027 0.4148
C -2.562 -2.087 1.865 -0.4546
C -3.016 -3.199 2.505 -0.7979
N -2.230 -4.232 2.035 -0.0179
H 0.591 -3.938 0.304 -0.1896
H -0.699 -4.755 -0.589 0.0765
H -0.114 -5.442 0.937 0.4819
H -2.886 -1.066 1.983 0.3777
H -3.780 -3.345 3.247 0.4278
H -2.264 -5.195 2.315 0.1740
C -6.126 3.015 -2.055 -0.7135
C -6.229 1.488 -2.190 -0.9997
C -4.866 0.799 -2.023 -0.6068
C -3.742 1.667 -2.593 0.6066
C -3.637 2.962 -1.750 -0.8390
C -4.976 3.373 -1.123 -0.9642
P -2.097 0.798 -2.550 0.1702
C -1.070 1.692 -3.810 0.7703
C -0.355 2.902 -3.182 0.0725
C 0.305 3.731 -4.278 -0.8041
C -0.739 4.386 -5.192 -0.9400
C -2.027 3.556 -5.256 -0.4553
C -1.723 2.064 -5.162 -1.0451
C -2.340 -0.856 -3.359 0.7411
C -3.260 -0.946 -4.595 -0.8311
C -3.856 -2.349 -4.765 -0.9759
C -2.813 -3.400 -4.406 -0.9152
C -2.501 -3.340 -2.902 -0.6213
C -2.690 -1.931 -2.322 -0.6353
H -7.073 3.431 -1.703 0.4514
H -5.935 3.466 -3.034 0.2954
H -6.652 1.233 -3.167 0.2905
H -6.923 1.097 -1.441 0.4635
H -4.895 -0.177 -2.507 -0.1205
H -4.660 0.607 -0.966 0.2805
H -4.015 1.931 -3.623 0.4608
H -3.267 3.775 -2.380 -0.0051
H -2.895 2.821 -0.958 0.1683
H -4.967 4.442 -0.897 0.5157
H -5.113 2.860 -0.167 0.3270
H -0.272 0.963 -4.001 -0.4038
H 0.402 2.534 -2.485 0.2933
H -1.050 3.524 -2.602 -0.1755
H 0.963 3.067 -4.842 0.2240
H 0.965 4.488 -3.851 0.3279
H -0.325 4.497 -6.199 0.3551
H -0.975 5.398 -4.844 0.3124
H -2.578 3.781 -6.174 0.5960
H -2.689 3.833 -4.430 -0.1072
H -1.043 1.788 -5.975 0.4767
H -2.636 1.493 -5.328 0.2889
H -1.312 -1.080 -3.672 0.5680
H -2.679 -0.697 -5.486 0.3774
H -4.070 -0.212 -4.548 0.1267
H -4.219 -2.477 -5.789 0.5295
H -4.726 -2.470 -4.110 0.3083
H -1.906 -3.201 -4.984 0.3675
H -3.144 -4.404 -4.686 0.5163
H -1.475 -3.664 -2.721 -0.0489
H -3.149 -4.037 -2.362 0.4420
H -2.055 -1.819 -1.442 -0.2103
H -3.721 -1.808 -1.978 0.5480

=====

[2]
6
Properties=species:S:1:pos:R:3:mulliken_charge:R:1 method="wB97M-V/def2-TZVPD" charge=-1 homo_lumo_gap_ev=7.2 total_energy_ev=-12390.9681 relative_energy_kj_mol=39.4
N 0.594 0.572 1.115 -0.6922
H 0.218 -0.300 1.409 0.2081
H 0.005 1.147 0.556 0.2507
H 1.515 0.390 0.590 0.2145
S -1.096 -0.246 -2.117 -0.9328
H -1.236 -1.563 -1.553 -0.0483

=====

[3]
27
Properties=species:S:1:pos:R:3:mulliken_charge:R:1 method="wB97M-V/def2-TZVPD" charge=-1 homo_lumo_gap_ev=7.1 total_energy_ev=-14708.5258 smiles="CC1=C([O-])C(C)(C)C(C)(C)C1=O" relative_energy_kj_mol=8.2
C -2.016 0.256 2.549 -1.4450
C -1.116 0.087 1.327 0.2479
C -1.474 0.261 -0.060 0.1394
O -2.463 0.672 -0.665 -0.8172
C -0.323 -0.186 -0.913 2.4412
C -0.324 0.549 -2.258 -1.8816
C -0.472 -1.736 -1.163 -2.0235
C 0.926 0.107 -0.055 1.3627
C 2.176 -0.749 -0.213 -1.9767
C 1.341 1.530 0.058 -1.9783
C 0.253 -0.257 1.542 0.0758
O 0.956 -0.459 2.534 -0.7638
H -2.189 -0.657 3.164 0.2377
H -2.941 0.705 2.215 0.3833
H -1.351 0.883 3.290 0.2093
H -0.767 0.042 -3.085 0.4632
H 0.684 0.884 -2.484 0.3097
H -0.949 1.531 -2.168 0.2886
H -1.538 -2.063 -1.494 0.3328
H -0.271 -2.171 -0.153 0.4028
H 0.245 -2.004 -1.819 0.5529
H 2.665 -0.546 -1.215 0.3152
H 1.906 -1.821 -0.107 0.3782
H 2.800 -0.617 0.615 0.5539
H 2.349 1.800 -0.302 0.3464
H 1.306 1.825 1.176 0.3244
H 0.588 2.135 -0.316 0.5206

=====

[4]
51
Properties=species:S:1:pos:R:3:mulliken_charge:R:1 method="wB97M-V/def2-TZVPD" charge=+1 homo_lumo_gap_ev=6.1 total_energy_ev=-153093.5316 relative_energy_kj_mol=92.2
W -0.554 -0.595 -0.062 0.7235
N 0.631 -2.687 3.536 -0.1710
C 0.173 -1.938 4.651 0.3378
C 0.923 -1.831 5.809 -0.7657
C 0.438 -1.052 6.850 -0.6385
C -0.755 -0.356 6.714 -0.5734
C -1.483 -0.440 5.535 -0.5689
C -1.027 -1.262 4.516 0.5412
S -1.950 -1.557 3.049 -0.1345
N -0.648 -1.616 1.908 0.0019
C 0.408 -2.273 2.269 0.5038
C 1.380 -2.614 1.210 1.1759
C 2.507 -3.383 1.429 -0.9212
C 3.284 -3.778 0.353 -0.4968
C 2.901 -3.389 -0.916 -0.9585
C 1.789 -2.579 -1.056 0.1556
N 1.044 -2.178 -0.021 -0.2448
H 1.435 -3.269 3.701 0.2067
H 1.869 -2.350 5.902 0.3412
H 1.005 -0.979 7.768 0.3908
H -1.120 0.257 7.526 0.4002
H -2.409 0.107 5.414 0.4591
H 2.798 -3.692 2.423 0.2822
H 4.164 -4.387 0.510 0.4543
H 3.453 -3.687 -1.795 0.4325
H 1.499 -2.235 -2.036 0.3552
S -2.289 1.050 -1.043 -0.1713
As -3.103 -0.540 0.088 0.3888
S -2.230 -2.340 -0.794 -0.2739
S 0.494 0.987 0.909 -0.3295
S -4.780 -0.467 1.234 -0.3109
C 1.106 4.400 -3.065 -1.1778
C -0.107 3.652 -2.537 -0.4310
N 0.141 2.216 -2.378 0.2244
C -0.166 1.185 -3.139 0.6441
S 0.119 -0.429 -2.525 -0.5251
N -0.636 1.229 -4.377 -0.0931
C -0.960 2.361 -5.248 -0.3901
C -2.422 2.768 -5.149 -0.9460
H 0.884 5.464 -3.134 0.3847
H 1.402 4.046 -4.053 0.2550
H 1.957 4.274 -2.396 0.3622
H -0.986 3.802 -3.158 0.1573
H -0.370 4.015 -1.543 0.4221
H 0.498 1.940 -1.470 -0.0661
H -0.910 0.322 -4.723 0.2495
H -0.728 2.037 -6.262 0.4094
H -0.286 3.186 -5.031 -0.0070
H -3.071 1.942 -5.442 0.3511
H -2.621 3.608 -5.814 0.3440
H -2.694 3.055 -4.134 0.2405

=====

[5]
20
Properties=species:S:1:pos:R:3:mulliken_charge:R:1 method="wB97M-V/def2-TZVPD" charge=0 homo_lumo_gap_ev=10.7 total_energy_ev=-8931.7645 smiles="CCC(N)=O.CC" relative_energy_kj_mol=216.7
C 0.311 -0.269 1.977 -0.6012
C 1.449 -0.589 1.112 -0.5207
C 1.654 0.639 0.153 0.5453
N 2.777 0.385 -0.670 -0.4436
O 0.983 1.646 0.046 -0.5748
H -0.075 -1.121 2.666 0.3382
H -0.612 -0.278 1.365 -0.1473
H 0.221 0.739 2.498 0.2997
H 2.371 -0.458 1.676 0.3092
H 1.222 -1.649 0.935 0.3300
H 3.187 1.170 -1.326 0.2687
H 3.058 -0.659 -0.655 0.2368
C -2.510 -0.544 -0.956 -0.6491
C -3.855 -0.794 -1.521 -0.9160
H -2.507 -0.457 0.215 0.1353
H -1.806 -1.453 -1.049 0.2264
H -2.105 0.422 -1.167 0.3463
H -4.172 -1.825 -1.242 0.2763
H -4.616 0.103 -1.571 0.2669
H -3.774 -1.054 -2.615 0.2736

=====

| no. | E_HOMO (eV) |
| --- | --- |
| 1 | -0.9 |
| 2 | -2.4 |
| 3 | -3.5 |
| 4 | -10.3 |
| 5 | -9.9 |